Below is a molecular structure, C23H20Br2DyFI2N2O3S, with properties calculated with ωB97M-V/def2-TZVPD.

Last column: Löwdin spin population.
Element x y z (Å)
Dy -0.12970 -0.28440 0.10990  5.07
C 7.29240 -1.43930 0.71830  0.00
C 6.83100 0.01100 0.84990  0.00
C 7.59430 0.79590 1.91030  0.00
C 7.33830 0.20180 3.28800  0.00
C 5.86640 0.10930 3.54270  0.00
C 5.38680 0.10160 4.83500  0.00
C 4.01480 0.07700 5.08770  0.00
F 3.58670 0.08340 6.34810  0.00
C 3.10130 0.06230 4.06270  0.00
C 3.56400 0.03950 2.73980  0.00
C 2.61720 -0.02460 1.65790  0.00
O 1.34730 -0.03310 1.82100  -0.01
C 3.18580 -0.09730 0.35490  0.00
C 4.53430 -0.05720 0.14890  0.00
N 5.39810 0.03150 1.15960  0.00
C 4.95610 0.06220 2.46170  0.00
C 2.05410 -0.23730 -0.60180  -0.01
O 1.38610 0.79380 -0.89750  -0.01
O 1.53370 -1.36500 -0.78040  0.00
H 8.36310 -1.46220 0.54260  0.00
H 6.79670 -1.92950 -0.11630  0.00
H 7.07820 -2.00420 1.62010  0.00
H 6.95440 0.51280 -0.11490  0.00
H 7.26310 1.83710 1.89410  0.00
H 8.65750 0.77990 1.67430  0.00
H 7.80310 0.82320 4.05100  0.00
H 7.79410 -0.78760 3.36810  0.00
H 6.07450 0.11890 5.66610  0.00
H 2.03840 0.06860 4.25120  0.00
H 4.94420 -0.09070 -0.84990  0.00
I -0.94290 2.29610 1.83290  -0.02
C -3.05880 2.16050 1.31250  0.00
I -3.45270 0.32160 0.23850  -0.01
H -3.32800 3.00400 0.67820  0.00
H -3.64930 2.15660 2.22870  0.00
Br -1.05860 2.00720 -2.12540  0.00
C -0.48110 0.66110 -3.36560  0.00
Br -1.05180 -1.06010 -2.64490  -0.01
H 0.60630 0.67940 -3.40120  0.00
H -0.93690 0.82280 -4.34070  0.00
S -1.96930 -3.09520 3.68440  0.00
C -1.47950 -1.72440 2.80270  0.00
N -1.01350 -1.92000 1.58950  -0.01
C -1.00060 -3.27600 1.29870  0.00
C -0.54660 -3.86530 0.11280  0.00
C -0.60350 -5.23780 -0.00010  0.00
C -1.09870 -6.03250 1.03720  0.00
C -1.54950 -5.47020 2.21300  0.00
C -1.49920 -4.08800 2.33570  0.00
H -1.56770 -0.74760 3.25440  0.00
H -0.13710 -3.26260 -0.69210  0.00
H -0.25570 -5.71420 -0.90260  0.00
H -1.12510 -7.10370 0.91660  0.00
H -1.92870 -6.07710 3.01980  0.00

molar mass: 999.61 Da
multiplicity: 6
charge: +2
HOMO-LUMO gap (spin up / spin down): 7.631 / 7.656 eV
lowest unoccupied orbital energy (spin up / spin down): -6.1 / -6.1 eV



Below is a molecular structure, C23H20Cl3FN10NiO4S, with properties calculated with ωB97M-V/def2-TZVPD.

Last column: Löwdin spin population.
Element x y z (Å)
Ni 0.24951 0.15099 0.02640  1.77
N 0.75895 -1.48860 -1.36269  0.04
C 1.56340 -2.48237 -0.68340  0.00
C 2.11783 -3.55738 -1.31738  0.00
C 2.92982 -4.46664 -0.60857  0.00
C 3.17735 -4.28100 0.72182  0.00
C 2.60656 -3.18590 1.40860  0.00
C 2.81421 -2.92881 2.78384  0.00
C 2.20668 -1.85531 3.36766  0.00
C 1.38448 -1.02429 2.58391  0.00
N 1.18636 -1.22792 1.30601  0.05
C 1.78329 -2.28751 0.69978  0.00
H 1.29777 -1.06466 -2.11314  0.00
H -0.05231 -1.91694 -1.80226  0.00
H 1.93926 -3.70916 -2.37559  0.00
H 3.36235 -5.30772 -1.13268  0.00
H 3.81498 -4.96622 1.26641  0.00
H 3.45558 -3.58740 3.35628  0.00
H 2.34343 -1.62854 4.41498  0.00
H 0.87255 -0.17634 3.02350  0.00
F -5.46627 4.92645 3.83178  0.00
C -4.78653 4.58695 2.72916  0.00
C -3.58361 4.01282 2.82385  0.00
N -2.84882 3.66199 1.71293  0.00
C -1.60092 2.93181 1.87275  0.00
C -1.90994 1.42579 2.03070  0.00
O -2.88229 1.10922 2.69414  0.00
O -1.12524 0.59161 1.43500  0.02
C -3.38911 3.76021 0.45421  0.00
O -2.85664 3.28460 -0.53664  0.00
N -4.59940 4.40851 0.39095  0.00
C -5.40421 4.86393 1.44438  0.00
O -6.46779 5.39581 1.23585  0.00
H -3.14081 3.80276 3.78552  0.00
H -1.09506 3.30441 2.76230  0.00
H -0.98118 3.09100 0.99563  0.00
H -4.98215 4.51107 -0.53744  0.00
S -0.93861 1.19243 -1.77870  0.04
C -2.29777 -0.00293 -1.81211  0.00
N -2.62911 -0.52342 -2.93161  0.00
C -3.70167 -1.52326 -2.88093  0.00
C -4.72255 -1.19260 -1.79643  0.00
C -4.01558 -1.08285 -0.45593  0.00
N -2.83006 -0.24214 -0.60676  0.00
H -3.03144 0.43079 -4.24576  0.00
H -3.26491 -2.51096 -2.69604  0.00
H -4.17143 -1.54760 -3.86341  0.00
H -5.49550 -1.95829 -1.74963  0.00
H -5.19509 -0.23842 -2.03935  0.00
H -3.71829 -2.06877 -0.08858  0.00
H -4.66047 -0.63152 0.29705  0.00
H -2.35518 0.06751 0.23939  0.00
N 1.58743 1.53146 0.36794  0.03
C 1.71678 2.23951 1.30215  0.01
N 1.92290 2.97727 2.29133  0.01
C 1.23831 3.94340 2.84723  0.00
N 0.64985 4.77320 3.40035  0.00
Cl 0.23187 -1.92020 -5.59509  0.00
C 0.00648 -0.22871 -5.34237  0.00
Cl -0.10702 0.76867 -6.73489  0.00
Cl -3.60323 1.12627 -5.24478  0.00
C -0.09370 0.26135 -4.13731  0.01
N 0.03471 0.76851 -3.03942  0.00

molar mass: 716.60 Da
multiplicity: 3
charge: 0
HOMO-LUMO gap (spin up / spin down): 7.359 / 7.343 eV
ΔE to the lowest compared entry with this formula, charge and spin: 286.0 kJ/mol
lowest unoccupied orbital energy (spin up / spin down): -1.3 / -1.3 eV



- Which value of multiplicity does entry 1 give?
  6



- Among the records above, which one has the lowest molar mass?
  C23H20Cl3FN10NiO4S



- Look up the multiplicity of the first one.
  6